Run P
ORCA calculation (the ωB97M-V functional and the def2-TZVPD basis) on a single C17H22N2O6S molecule.

XYZ file:
```
48
Properties=species:S:1:pos:R:3:mulliken_charge:R:1
C -1.877 0.150 3.471 -1.4534
C -2.616 -0.218 2.191 0.0272
C -3.240 1.014 1.536 -0.5800
C -4.033 0.684 0.279 -0.7339
O -3.123 0.281 -0.754 -0.0836
C -3.535 0.445 -2.006 0.4089
O -4.581 0.897 -2.353 -0.5671
N -2.538 0.008 -2.897 0.0564
C -2.714 -0.044 -4.296 0.2572
O -3.660 0.288 -4.926 -0.5171
O -1.576 -0.561 -4.837 -0.4509
C -0.697 -0.835 -3.834 0.7452
C 0.568 -1.375 -3.938 -1.4089
C 1.269 -1.563 -2.753 0.0345
C 0.706 -1.205 -1.541 -0.3979
S 1.598 -1.436 0.000 1.5123
O 2.813 -2.148 -0.283 -0.7155
O 0.693 -1.988 0.963 -0.7163
N 1.850 0.167 0.407 0.1004
C 1.844 0.466 1.826 -0.7332
C 3.180 0.126 2.483 -0.5290
C 4.310 0.861 1.764 -0.7737
C 4.301 0.488 0.284 -0.5518
C 2.932 0.796 -0.323 -0.8405
C -0.561 -0.659 -1.430 -0.2541
C -1.269 -0.486 -2.601 0.3820
H -2.564 0.561 4.207 0.4368
H -1.108 0.893 3.269 0.2517
H -1.400 -0.729 3.896 0.3768
H -3.403 -0.939 2.422 0.2870
H -1.919 -0.700 1.503 0.1182
H -3.920 1.493 2.242 0.4673
H -2.457 1.730 1.280 0.2432
H -4.601 1.550 -0.075 0.4013
H -4.731 -0.140 0.461 0.3126
H 0.981 -1.641 -4.896 0.4579
H 2.256 -1.998 -2.752 0.5996
H 1.036 -0.122 2.262 0.2669
H 1.620 1.532 1.938 0.3920
H 3.338 -0.952 2.407 0.3074
H 3.150 0.401 3.538 0.3876
H 5.271 0.600 2.209 0.3912
H 4.169 1.940 1.873 0.2916
H 4.494 -0.579 0.174 0.2943
H 5.070 1.042 -0.257 0.3977
H 2.875 0.438 -1.352 0.3786
H 2.747 1.876 -0.317 0.4312
H -0.950 -0.407 -0.462 0.2917
```

**HOMO-LUMO gap**: 0.357 hartree
**Lowest unoccupied orbital energy**: 0.0160 hartree
**HOMO**: -0.3413 Ha
**SMILES**: CCCCOC(=O)n1c(=O)oc2ccc(S(=O)(=O)N3CCCCC3)cc21


Run Q
ORCA calculation (the ωB97M-V functional and the def2-TZVPD basis) on a single C17H22N2O6S molecule.

XYZ file:
```
48
Properties=species:S:1:pos:R:3:mulliken_charge:R:1
C -0.446 -3.884 0.465 -0.9949
C -1.684 -3.320 1.151 -0.2026
C -2.933 -3.316 0.266 -0.6810
C -2.773 -2.491 -1.011 -0.8159
O -2.255 -1.184 -0.737 -0.2372
C -3.138 -0.242 -0.427 0.4817
O -4.325 -0.343 -0.436 -0.5459
N -2.456 0.944 -0.089 0.0019
C -3.065 2.215 -0.067 0.2345
O -4.181 2.492 -0.354 -0.5237
O -2.123 3.117 0.320 -0.4611
C -0.951 2.461 0.546 0.5317
C 0.248 2.987 0.980 -1.2407
C 1.297 2.094 1.156 -0.2687
C 1.123 0.745 0.902 -0.1484
S 2.509 -0.386 1.143 1.1396
O 1.964 -1.664 1.493 -0.6112
O 3.433 0.253 2.030 -0.7622
N 3.270 -0.561 -0.310 0.1713
C 2.662 -1.393 -1.320 -0.8751
C 1.853 -0.582 -2.335 0.0331
C 2.724 0.526 -2.922 -1.0207
C 3.271 1.405 -1.799 -0.1584
C 4.053 0.543 -0.807 -0.9715
C -0.078 0.209 0.471 -0.4567
C -1.124 1.093 0.289 0.6007
H -0.219 -3.338 -0.448 0.1221
H -0.589 -4.933 0.213 0.4531
H 0.414 -3.793 1.124 0.2460
H -1.476 -2.303 1.488 0.1475
H -1.900 -3.915 2.041 0.3975
H -3.183 -4.335 -0.032 0.4292
H -3.772 -2.913 0.837 0.3080
H -3.737 -2.394 -1.519 0.4504
H -2.045 -2.942 -1.687 0.4071
H 0.352 4.040 1.181 0.4705
H 2.257 2.428 1.513 0.5771
H 2.043 -2.119 -0.793 0.2422
H 3.464 -1.931 -1.839 0.4037
H 0.982 -0.140 -1.847 -0.0684
H 1.500 -1.247 -3.125 0.4437
H 2.143 1.129 -3.623 0.4183
H 3.557 0.080 -3.471 0.3505
H 2.443 1.899 -1.286 0.0590
H 3.929 2.175 -2.205 0.3980
H 4.373 1.116 0.064 0.3866
H 4.942 0.133 -1.299 0.3906
H -0.167 -0.851 0.315 0.7487
```

**HOMO-LUMO gap**: 0.355 hartree
**Lowest unoccupied orbital energy**: 0.0161 hartree
**HOMO**: -0.3391 Ha
**SMILES**: CCCCOC(=O)n1c(=O)oc2ccc(S(=O)(=O)N3CCCCC3)cc21


Preferred: run Q; penalty for the next structure: 0.064 eV.


Run P
ORCA calculation (the ωB97M-V functional and the def2-TZVPD basis) on a single C5H10NO2 molecule.

XYZ file:
```
18
Properties=species:S:1:pos:R:3:mulliken_spin:R:1
O 1.337 -3.081 0.300 0.0006
C 0.829 -2.001 0.074 0.0017
N -0.118 -1.388 0.957 0.0095
C -0.349 0.055 1.036 0.0025
C -1.312 0.688 0.104 0.2540
C -0.696 2.281 -0.392 -0.0352
O -1.083 3.241 0.415 0.7353
C 1.485 -1.239 -1.100 0.0023
H -0.231 -1.921 1.855 -0.0004
H 0.674 0.538 0.845 0.0091
H -0.926 0.226 2.018 0.0012
H -1.454 0.169 -0.852 -0.0017
H -2.283 1.067 0.506 -0.0085
H 0.307 2.101 -0.218 0.0131
H -1.115 2.379 -1.430 0.0181
H 0.773 -0.908 -1.906 -0.0005
H 2.254 -1.842 -1.633 0.0003
H 1.906 -0.366 -0.579 -0.0014
```

**HOMO-LUMO gap (spin up / spin down)**: 0.390 / 0.295 hartree
**Lowest unoccupied orbital energy (spin up / spin down)**: 0.0294 / -0.0654 hartree
**HOMO (spin up / spin down)**: -0.3605 / -0.3609 Ha
**Spin multiplicity**: 2


Run Q
ORCA calculation (the ωB97M-V functional and the def2-TZVPD basis) on a single C5H10NO2 molecule.

XYZ file:
```
18
Properties=species:S:1:pos:R:3:mulliken_spin:R:1
O -1.368 0.631 1.720 -0.0011
C -1.014 1.079 0.557 0.0021
N 0.951 1.467 -1.143 0.0010
C 0.461 0.743 0.015 0.0059
C 0.488 -0.869 -0.168 0.0045
C 1.618 -1.788 0.487 -0.0228
O 1.553 -3.151 0.228 0.8700
C -1.952 0.594 -0.576 -0.0022
H -1.064 2.131 0.443 0.0001
H 1.324 2.269 -0.810 0.0005
H 1.011 1.015 0.917 -0.0024
H 0.466 -1.085 -1.238 -0.0018
H -0.323 -1.293 0.370 -0.0028
H 1.663 -1.475 1.565 0.0571
H 2.696 -1.423 0.186 0.0918
H -2.133 -0.584 -0.402 -0.0001
H -2.959 1.099 -0.634 0.0002
H -1.417 0.638 -1.518 -0.0001
```

**HOMO-LUMO gap (spin up / spin down)**: 0.234 / 0.234 hartree
**Lowest unoccupied orbital energy (spin up / spin down)**: -0.1205 / -0.1208 hartree
**HOMO (spin up / spin down)**: -0.3541 / -0.3548 Ha
**Spin multiplicity**: 2


Preferred: run P; penalty for the next structure: 5.064 eV.


Run P
ORCA calculation (the ωB97M-V functional and the def2-TZVPD basis) on a molecular structure, C5H9O.

XYZ file:
```
15
Properties=species:S:1:pos:R:3:mulliken_charge:R:1
C -1.319 0.878 0.380 -1.1107
O -4.208 -0.769 -0.946 -1.1134
C -0.026 0.187 0.371 0.4865
C 1.289 0.822 0.665 -0.5928
C 2.471 0.178 0.549 0.0740
C 2.609 -0.856 -0.412 -0.9181
H -1.549 1.597 1.291 0.2293
H -4.935 -0.961 -1.591 0.1271
H 0.078 -0.959 0.513 0.3704
H -1.615 1.538 -0.459 0.3138
H 0.687 0.515 -0.552 -0.0763
H -2.236 0.312 0.442 0.3616
H 3.430 0.198 1.165 0.2781
H 3.412 -1.578 -0.186 0.2287
H 1.912 -1.102 -1.231 0.3417
```

**HOMO-LUMO gap**: 0.179 hartree
**Lowest unoccupied orbital energy**: 0.0944 hartree
**HOMO**: -0.0844 Ha
**Net charge**: -1


Run Q
ORCA calculation (the ωB97M-V functional and the def2-TZVPD basis) on a gas-phase ion, C5H9O (charge -1).

XYZ file:
```
15
Properties=species:S:1:pos:R:3:mulliken_charge:R:1
C -2.716 0.818 0.665 -0.8919
C -1.505 0.315 0.415 -0.1672
C -0.696 0.400 -0.923 -0.2696
C 0.800 0.494 -0.437 -0.8898
C 1.450 -1.067 -0.122 -0.3640
O 2.597 -0.907 0.481 -0.8885
H -3.405 1.254 -0.005 0.3235
H -3.147 0.721 1.665 0.2330
H -0.969 0.029 1.306 0.2342
H -0.878 -0.531 -1.430 0.2307
H -0.916 1.136 -1.715 0.3508
H 1.105 0.959 0.458 0.3876
H 1.294 1.000 -1.293 0.2917
H 0.735 -1.416 0.595 0.1544
H 1.400 -1.656 -1.016 0.2650
```

**HOMO-LUMO gap**: 0.215 hartree
**Lowest unoccupied orbital energy**: 0.1421 hartree
**HOMO**: -0.0731 Ha
**SMILES**: C=CCCC[O-]
**Net charge**: -1


Preferred: run Q; penalty for the next structure: 4.261 eV.


Run P
ORCA calculation (the ωB97M-V functional and the def2-TZVPD basis) on 2 unconnected molecules or ions with the total composition C2H2Cl3NO.

XYZ file:
```
9
Properties=species:S:1:pos:R:3:mulliken_spin:R:1
C 2.027 -0.167 -0.421 0.0108
C -1.573 -0.352 0.046 0.4451
N 2.313 0.797 0.116 0.0039
O 2.736 1.637 0.793 0.0019
Cl -0.985 0.976 -0.963 0.1184
Cl -2.885 0.243 1.179 1.2877
Cl -2.222 -1.707 -0.882 0.1621
H 1.449 -0.936 -0.730 -0.0160
H -0.860 -0.492 0.863 -0.0138
```

**HOMO-LUMO gap (spin up / spin down)**: 0.236 / 0.184 hartree
**Lowest unoccupied orbital energy (spin up / spin down)**: 0.0219 / -0.1871 hartree
**HOMO (spin up / spin down)**: -0.2142 / -0.3708 Ha
**Spin multiplicity**: 3


Run Q
ORCA calculation (the ωB97M-V functional and the def2-TZVPD basis) on 2 unconnected molecules or ions with the total composition C2H2Cl3NO.

XYZ file:
```
9
Properties=species:S:1:pos:R:3:mulliken_spin:R:1
C -0.328 -0.067 0.178 0.7684
C 0.619 1.013 1.802 0.6490
N 0.162 0.173 -1.072 0.0517
O -1.106 0.718 -0.657 0.0943
Cl 1.630 -0.137 2.568 0.1205
Cl 1.531 2.250 0.951 0.0938
Cl -0.529 1.729 2.870 0.1227
H -0.823 -0.989 0.410 0.0900
H 0.816 0.959 -1.277 0.0096
```

**HOMO-LUMO gap (spin up / spin down)**: 0.264 / 0.252 hartree
**Lowest unoccupied orbital energy (spin up / spin down)**: 0.0207 / -0.1072 hartree
**HOMO (spin up / spin down)**: -0.2433 / -0.3595 Ha
**Spin multiplicity**: 3


Preferred: run Q; penalty for the next structure: 1.393 eV.